# 1
A 2-piece molecular cluster, C20H17N2O5S overall in a non-equilibrium geometry. Source: OMol25; level of theory: the ωB97M-V functional and the def2-TZVPD basis.

Geometry as XYZ:
```
45
Properties=species:S:1:pos:R:3
O -3.150 -0.207 2.740
C -1.932 -0.235 2.355
C -1.201 -1.477 2.146
C 0.163 -1.497 1.989
C 0.887 -0.283 1.943
N 2.309 -0.298 1.955
O 2.921 0.795 1.964
O 2.900 -1.402 1.970
C 0.199 0.951 1.961
C -1.168 0.974 2.107
H -1.768 -2.407 2.179
H 0.717 -2.432 1.910
H 0.779 1.868 1.866
H -1.713 1.915 2.088
C -10.973 1.136 -0.117
C -9.730 1.376 0.695
C -8.472 1.098 0.148
C -7.306 1.325 0.877
C -7.398 1.824 2.179
S -5.897 2.246 3.072
N -5.523 0.784 3.876
C -4.278 0.554 4.232
C -4.099 -0.536 5.208
C -3.023 -0.521 6.105
C -2.777 -1.645 6.893
C -3.617 -2.764 6.804
C -4.740 -2.734 5.964
C -5.003 -1.596 5.187
O -4.871 2.529 2.099
O -6.272 3.222 4.065
C -8.646 2.117 2.739
C -9.802 1.881 2.000
H -11.863 1.398 0.459
H -10.968 1.733 -1.035
H -11.049 0.085 -0.415
H -8.411 0.707 -0.870
H -6.330 1.130 0.441
H -3.531 1.359 4.266
H -2.395 0.369 6.154
H -1.918 -1.653 7.567
H -3.396 -3.659 7.392
H -5.408 -3.594 5.897
H -5.881 -1.533 4.543
H -8.706 2.534 3.739
H -10.782 2.098 2.430
```

* energy relative to the best compared isomer or geometry (same formula, charge and spin): 0.0 kcal per mole
* frontier orbital gap: 7.106 eV
* multiplicity: 1
* total charge: -1
* max |F|: 0.05408 Eh/bohr

=====

# 2
C4H9BiO3 as an isolated structure in a non-equilibrium geometry. Source: OMol25; level of theory: the ωB97M-V functional and the def2-TZVPD basis.

Geometry as XYZ:
```
17
Properties=species:S:1:pos:R:3
O -0.244 1.786 -0.113
C -0.920 1.281 0.983
C -1.712 0.030 0.628
O -0.817 -0.843 -0.064
C -1.354 -2.117 -0.366
Bi 0.511 0.395 -1.277
H -1.635 2.008 1.417
H -0.218 1.007 1.802
H -2.561 0.269 -0.035
H -2.097 -0.477 1.528
H -0.576 -2.692 -0.880
H -1.640 -2.634 0.563
H -2.237 -2.023 -1.017
O 2.186 -0.097 0.045
C 2.836 0.669 0.735
H 2.815 1.761 0.565
H 3.511 0.284 1.519
```

* energy relative to the best compared isomer or geometry (same formula, charge and spin): 0.0 kcal per mole
* frontier orbital gap (spin up / spin down): 5.198 / 10.145 eV
* multiplicity: 2
* total charge: +1
* max |F|: 0.11851 Eh/bohr

=====

# 3
A 13-piece molecular cluster, C55H82BF4NO26S2 overall in a non-equilibrium geometry. Source: OMol25; level of theory: the ωB97M-V functional and the def2-TZVPD basis.

Geometry as XYZ:
```
171
Properties=species:S:1:pos:R:3
C 1.228 2.477 0.559
C 1.715 1.068 0.332
N 0.697 0.011 0.662
C 1.357 -1.284 0.238
C 0.537 -0.102 2.186
C 1.770 -0.215 3.075
C -0.665 0.075 0.007
C -0.654 -0.111 -1.513
O 0.171 0.835 -2.150
C 0.181 0.622 -3.583
H 0.690 2.582 1.503
H 0.541 2.727 -0.253
H 2.013 3.231 0.544
H 2.606 0.790 0.893
H 2.016 0.975 -0.709
H 0.591 -2.048 0.368
H 2.176 -1.662 0.854
H 1.799 -1.191 -0.752
H -0.129 -0.949 2.337
H 0.010 0.820 2.432
H 2.608 0.475 2.989
H 2.141 -1.242 2.977
H 1.547 -0.194 4.144
H -1.096 1.016 0.324
H -1.178 -0.807 0.383
H -1.695 0.011 -1.847
H -0.395 -1.128 -1.828
H 0.515 -0.353 -3.931
H 0.874 1.379 -3.941
H -0.820 0.914 -3.909
O 4.458 -4.995 1.455
C 4.708 -4.640 0.333
O 3.784 -4.326 -0.551
B 4.384 -3.855 -1.823
O 5.828 -3.877 -1.533
C 6.075 -4.291 -0.318
O 7.128 -4.341 0.249
O 3.966 -4.681 -2.985
C 3.230 -3.968 -3.843
O 2.611 -4.433 -4.740
C 3.273 -2.511 -3.312
O 3.958 -2.529 -2.221
O 2.670 -1.578 -3.766
F -3.153 -3.017 6.079
C -2.451 -1.870 6.169
C -2.251 -1.048 5.079
C -1.458 0.089 5.229
C -0.898 0.420 6.444
C -1.160 -0.400 7.549
C -1.915 -1.559 7.418
H -2.568 -1.303 4.078
H -1.221 0.632 4.324
H -0.211 1.250 6.518
H -0.837 -0.222 8.567
H -2.190 -2.118 8.301
F -2.991 2.337 -1.231
C -2.488 3.493 -0.724
C -2.245 4.494 -1.638
C -1.581 5.658 -1.269
C -1.232 5.775 0.059
C -1.563 4.793 0.997
C -2.185 3.594 0.634
H -2.566 4.264 -2.646
H -1.335 6.420 -1.993
H -0.779 6.652 0.507
H -1.315 4.870 2.046
H -2.411 2.760 1.287
F 3.399 3.295 -1.671
C 4.273 2.257 -1.643
C 4.861 1.883 -0.458
C 5.659 0.734 -0.384
C 5.926 0.053 -1.555
C 5.452 0.527 -2.773
C 4.558 1.604 -2.817
H 4.464 2.287 0.465
H 5.849 0.333 0.603
H 6.418 -0.911 -1.548
H 5.619 -0.011 -3.696
H 4.113 1.833 -3.775
F -2.224 -0.168 -5.597
C -3.419 -0.772 -5.785
C -3.891 -0.896 -7.077
C -5.111 -1.508 -7.382
C -5.745 -2.110 -6.294
C -5.267 -2.023 -4.983
C -4.079 -1.355 -4.736
H -3.282 -0.412 -7.834
H -5.346 -1.534 -8.435
H -6.700 -2.566 -6.534
H -5.798 -2.585 -4.229
H -3.656 -1.404 -3.740
C 1.953 4.862 4.695
S 0.325 4.050 4.375
O 0.498 2.545 4.209
C -0.228 4.146 6.112
H 2.475 4.353 5.507
H 1.792 5.900 4.985
H 2.625 4.824 3.839
H -0.582 5.165 6.272
H 0.560 3.798 6.779
H -1.055 3.484 6.374
C -4.548 -1.330 2.068
S -4.010 0.360 2.414
O -2.532 0.447 2.128
C -4.862 1.240 1.107
H -3.852 -1.928 1.483
H -5.482 -1.249 1.507
H -4.824 -1.835 2.993
H -4.622 2.295 1.233
H -5.919 1.001 1.196
H -4.448 0.969 0.135
C 1.193 4.181 -3.696
O -0.225 4.339 -3.842
C -0.824 3.773 -4.904
O -1.984 3.925 -5.128
O 0.037 3.134 -5.678
C -0.430 2.723 -6.959
H 1.531 4.816 -2.881
H 1.709 4.382 -4.631
H 1.352 3.153 -3.367
H -1.391 2.212 -6.969
H 0.263 1.975 -7.343
H -0.403 3.577 -7.632
C -0.407 -3.069 -5.500
O -0.098 -3.182 -4.123
C -1.064 -3.358 -3.245
O -2.245 -3.426 -3.475
O -0.520 -3.518 -2.037
C -1.409 -3.770 -0.949
H 0.261 -2.351 -5.962
H -1.428 -2.726 -5.683
H -0.403 -4.054 -5.965
H -2.006 -2.853 -0.870
H -0.778 -3.796 -0.066
H -2.100 -4.591 -1.119
C -0.040 -4.482 5.760
O -0.386 -3.761 4.584
C -0.043 -4.056 3.356
O -0.367 -3.400 2.403
O 0.805 -5.074 3.337
C 1.291 -5.607 2.127
H 1.034 -4.403 5.905
H -0.433 -5.496 5.666
H -0.635 -4.023 6.547
H 1.731 -6.589 2.274
H 2.020 -4.959 1.642
H 0.504 -5.747 1.378
C 6.302 3.434 2.051
O 5.565 2.484 2.794
C 5.734 2.420 4.108
O 6.388 3.170 4.774
O 4.936 1.444 4.536
C 4.854 1.142 5.905
H 7.331 3.627 2.347
H 5.813 4.414 2.068
H 6.224 3.155 1.004
H 3.984 1.598 6.382
H 5.699 1.359 6.561
H 4.737 0.061 5.990
C -4.987 -3.647 -1.216
O -5.821 -2.559 -1.542
C -5.327 -1.326 -1.660
O -4.223 -1.012 -1.272
O -6.279 -0.562 -2.139
C -6.066 0.855 -2.254
H -5.026 -3.829 -0.139
H -3.966 -3.477 -1.545
H -5.345 -4.564 -1.682
H -6.691 1.231 -1.436
H -6.445 1.180 -3.216
H -5.059 1.197 -2.029
```

* frontier orbital gap: 9.193 eV
* multiplicity: 1
* max |F|: 0.05818 Eh/bohr

=====

# 4
An isolated ion of composition C10H17N4 and charge +1 in a non-equilibrium geometry. Source: OMol25; level of theory: the ωB97M-V functional and the def2-TZVPD basis.

Geometry as XYZ:
```
31
Properties=species:S:1:pos:R:3
C 0.758 2.651 1.372
C 1.261 3.187 0.266
C 0.464 1.227 0.994
C 0.929 1.030 -0.301
C -0.228 0.334 1.730
C -0.789 -1.036 1.702
C -2.848 -2.469 1.586
C 0.939 0.292 -3.422
C -2.195 -1.153 1.077
C 1.826 -0.171 -2.270
N -0.746 -0.055 2.884
N 1.302 2.204 -0.795
N 0.703 -1.304 -0.376
N 1.113 -0.069 -0.962
H 0.605 3.044 2.349
H 1.671 4.157 0.121
H -0.154 -1.842 1.909
H -2.605 -2.350 2.596
H -2.482 -3.331 1.099
H -3.983 -2.614 1.640
H 1.510 0.130 -4.293
H 0.035 -0.276 -3.418
H 0.755 1.297 -3.204
H -2.686 -0.203 1.561
H -2.228 -1.009 0.024
H 2.791 0.448 -2.196
H 2.356 -1.233 -2.445
H -1.517 0.420 3.393
H 1.959 2.237 -1.587
H 0.043 -1.704 -1.048
H 1.439 -1.842 0.014
```

* energy relative to the best compared isomer or geometry (same formula, charge and spin): 50.9 kcal per mole
* frontier orbital gap: 8.640 eV
* multiplicity: 1
* total charge: +1
* SMILES string: CC[C@@H]1N/C1=C1\C=CN\C1=[N+](\N)CC
* max |F|: 0.08131 Eh/bohr

=====

# 5
C2H2O4Pt as an isolated structure in a non-equilibrium geometry. Source: OMol25; level of theory: the ωB97M-V functional and the def2-TZVPD basis.

Geometry as XYZ:
```
9
Properties=species:S:1:pos:R:3
O -2.604 1.291 0.231
C -2.093 0.304 0.617
O -2.100 -0.715 1.205
O 0.124 0.518 -0.334
C 1.074 -0.502 -0.123
O 2.261 -0.152 -0.750
Pt 1.431 1.363 -1.293
H 0.679 -1.465 -0.526
H 1.227 -0.643 0.973
```

* frontier orbital gap (spin up / spin down): 5.161 / 7.482 eV
* multiplicity: 4
* total charge: -1
* max |F|: 0.26301 Eh/bohr

=====

# 6
C20H43CeN2OP3S as an isolated structure in a non-equilibrium geometry. Source: OMol25; level of theory: the ωB97M-V functional and the def2-TZVPD basis.

Geometry as XYZ:
```
71
Properties=species:S:1:pos:R:3
Ce -0.782 1.082 -0.546
P -1.785 -1.703 0.512
P 1.249 -0.639 1.830
P 1.223 -1.870 -1.430
H -1.199 3.652 -1.211
C -1.521 2.853 -1.919
C -2.570 1.949 -1.634
H -3.382 2.094 -0.881
C -3.259 -1.158 1.459
C -1.302 -3.189 1.502
C -2.557 -2.542 -0.932
C 2.639 0.548 1.993
C 0.503 -0.511 3.506
C 2.193 -2.204 2.131
C 0.756 -1.760 -3.143
C 1.212 -3.601 -1.012
C 2.929 -1.344 -1.289
H -1.251 3.065 -2.963
H -2.812 1.097 -2.323
H -3.445 -0.082 1.333
H -3.133 -1.351 2.533
H -4.122 -1.729 1.094
H -1.017 -2.917 2.529
H -0.461 -3.722 1.040
H -2.160 -3.879 1.556
H -2.741 -1.844 -1.763
H -3.524 -2.947 -0.600
H -1.936 -3.367 -1.312
H 3.567 0.042 2.287
H 2.382 1.321 2.723
H 2.795 1.033 1.024
H 1.068 -1.126 4.223
H -0.537 -0.858 3.495
H 0.507 0.534 3.833
H 3.252 -1.987 2.330
H 2.154 -2.863 1.260
H 1.785 -2.777 2.974
H 1.173 -2.688 -3.560
H 1.246 -0.888 -3.589
H -0.332 -1.705 -3.309
H 1.541 -4.050 -1.970
H 0.230 -4.008 -0.723
H 1.995 -3.800 -0.262
H 3.394 -1.692 -2.213
H 3.371 -1.808 -0.403
H 3.018 -0.256 -1.209
C 0.966 1.643 -3.526
C 2.070 2.533 -3.647
C 2.435 2.957 -4.920
C 1.834 2.424 -6.074
C 0.744 1.563 -5.961
C 0.215 1.304 -4.703
O 0.664 1.087 -2.342
H 0.722 -0.677 -0.803
H 2.561 2.964 -2.767
H 3.207 3.724 -5.040
H 2.203 2.613 -7.094
H 0.314 1.109 -6.868
H -0.746 0.789 -4.611
S -1.979 2.553 1.297
C -1.685 2.473 2.993
N -0.613 3.000 3.610
C -0.672 2.843 5.046
C -1.918 2.008 5.248
N -2.470 1.893 3.916
H 0.065 3.581 3.104
H -0.794 3.807 5.533
H 0.232 2.366 5.414
H -2.622 2.516 5.898
H -1.716 1.021 5.648
H -3.369 1.498 3.675
```

* energy relative to the best compared isomer or geometry (same formula, charge and spin): 21.7 kcal per mole
* frontier orbital gap (spin up / spin down): 4.905 / 4.802 eV
* multiplicity: 2
* total charge: +3
* max |F|: 0.13342 Eh/bohr

=====

# 7
C3H4O2Tl as an isolated structure in a non-equilibrium geometry. Source: OMol25; level of theory: the ωB97M-V functional and the def2-TZVPD basis.

Geometry as XYZ:
```
10
Properties=species:S:1:pos:R:3
C -2.221 -0.312 0.340
C -1.089 0.069 -0.545
H -1.213 -0.073 -1.628
H -0.243 -0.538 -0.154
C -0.715 1.496 -0.161
O -0.268 2.291 -0.964
Tl 0.689 4.162 -1.383
H -0.748 1.752 0.918
O -3.216 0.499 0.144
H -4.017 0.146 0.557
```

* energy relative to the best compared isomer or geometry (same formula, charge and spin): 46.8 kcal per mole
* frontier orbital gap: 7.521 eV
* multiplicity: 1
* total charge: +1
* max |F|: 0.05423 Eh/bohr

=====

# 8
A 2-piece molecular cluster, C33H36N3O2 overall in a non-equilibrium geometry. Source: OMol25; level of theory: the ωB97M-V functional and the def2-TZVPD basis.

Geometry as XYZ:
```
74
Properties=species:S:1:pos:R:3
C -0.745 5.389 -2.625
N 0.499 4.619 -2.689
C 1.681 5.376 -2.519
C 1.778 6.289 -1.450
C 2.937 7.049 -1.299
C 3.965 6.961 -2.253
C 3.844 6.075 -3.331
C 2.714 5.268 -3.457
C 0.447 3.255 -2.406
C 1.476 2.352 -2.769
C 1.432 1.027 -2.338
C 0.364 0.575 -1.506
C 0.250 -0.787 -1.034
C 0.159 -1.094 0.370
C 0.121 -2.460 0.774
C -0.203 -2.831 2.056
C -0.213 -1.872 3.084
N -0.509 -2.238 4.416
C -1.915 -2.403 4.796
C 0.429 -2.147 5.473
C 0.357 -1.090 6.396
C 1.319 -0.985 7.402
C 2.287 -1.989 7.561
C 2.310 -3.083 6.688
C 1.402 -3.153 5.633
C 0.005 -0.521 2.749
C 0.209 -0.128 1.431
C -0.636 1.508 -1.127
C -0.657 2.776 -1.676
H -1.557 4.800 -3.063
H -1.013 5.669 -1.596
H -0.609 6.305 -3.210
H 0.960 6.357 -0.723
H 3.040 7.709 -0.432
H 4.864 7.577 -2.152
H 4.632 5.994 -4.079
H 2.591 4.558 -4.275
H 2.306 2.696 -3.388
H 2.272 0.355 -2.537
H 0.677 -1.582 -1.655
H 0.385 -3.239 0.060
H -0.407 -3.877 2.308
H -1.985 -3.084 5.659
H -2.362 -1.433 5.073
H -2.463 -2.826 3.945
H -0.449 -0.351 6.300
H 1.304 -0.122 8.073
H 3.015 -1.928 8.373
H 3.033 -3.887 6.824
H 1.383 -3.997 4.937
H -0.013 0.222 3.554
H 0.467 0.922 1.230
H -1.371 1.233 -0.367
H -1.477 3.469 -1.455
C -4.380 -5.148 -1.418
O -3.066 -4.735 -1.811
C -2.917 -3.401 -1.763
C -1.482 -3.009 -2.083
C -0.972 -3.675 -3.361
C -0.649 -2.533 -4.327
C -1.257 -1.265 -3.715
N -1.358 -1.561 -2.263
O -3.822 -2.637 -1.463
H -4.321 -6.221 -1.208
H -4.684 -4.578 -0.531
H -5.082 -4.953 -2.241
H -0.941 -3.321 -1.189
H -0.068 -4.200 -3.055
H -1.699 -4.389 -3.762
H 0.439 -2.398 -4.365
H -1.013 -2.718 -5.344
H -0.657 -0.368 -3.914
H -2.268 -1.106 -4.113
H -2.132 -1.063 -1.826
```

* frontier orbital gap: 6.378 eV
* multiplicity: 1
* total charge: +1
* max |F|: 0.03139 Eh/bohr

=====

# 9
C3H6AgO3 as an isolated structure in a non-equilibrium geometry. Source: OMol25; level of theory: the ωB97M-V functional and the def2-TZVPD basis.

Geometry as XYZ:
```
13
Properties=species:S:1:pos:R:3
O -0.308 -2.939 -0.722
C 0.222 -1.866 -0.458
C -0.674 -0.709 -0.011
O 0.106 0.448 0.248
C -0.635 1.584 0.674
Ag 2.167 0.163 0.034
H -1.220 -1.004 0.898
H -1.401 -0.491 -0.809
H 0.070 2.411 0.807
H -1.368 1.861 -0.097
H -1.141 1.363 1.624
O 1.456 -1.575 -0.651
H 2.726 0.755 -1.535
```

* energy relative to the best compared isomer or geometry (same formula, charge and spin): 0.0 kcal per mole
* frontier orbital gap (spin up / spin down): 8.779 / 6.900 eV
* multiplicity: 2
* max |F|: 0.06293 Eh/bohr